{
  "formula": "C10H9N2O",
  "method": "ωB97M-V/def2-TZVPD",
  "symbols": ["C", "C", "C", "C", "C", "C", "C", "C", "C", "C", "N", "N", "O", "H", "H", "H", "H", "H", "H", "H", "H", "H"],
  "xyz": [[-3.189, 0.549, 1.263], [0.820, -2.482, -0.362], [1.797, -2.132, 0.546], [0.248, -1.328, -1.076], [2.165, -0.833, 0.822], [0.426, 0.019, -0.709], [1.542, 0.239, 0.220], [-0.268, 1.268, -1.089], [-1.806, 1.413, -0.556], [-1.929, 0.883, 0.817], [-4.290, 0.326, 1.596], [2.018, 1.445, 0.303], [2.888, 1.849, 1.159], [0.671, -3.566, -0.740], [2.362, -3.006, 1.120], [-0.606, -1.612, -1.671], [2.908, -0.671, 1.495], [0.302, 2.208, -0.772], [-0.493, 1.267, -2.192], [-1.952, 2.507, -0.401], [-2.526, 1.000, -1.251], [-1.089, 0.659, 1.477]],
  "atomic_forces_ev_per_a": [[-0.1, 0.2, 0.2], [0.1, 1.8, -2.5], [1.5, -3.1, 1.8], [-1.2, -1.4, 1.6], [-1.9, -1.2, -1.1], [2.1, -0.6, 1.5], [-1.7, -3.7, -0.7], [-2.7, 1.2, -1.7], [2.4, 1.2, 1.1], [0.0, -1.5, 1.0], [-0.2, -0.2, 0.0], [3.0, 6.2, 1.5], [-2.2, -2.2, -1.8], [-0.1, 2.1, 0.9], [-1.2, 2.0, -1.2], [-0.1, 0.3, -0.6], [2.2, 0.6, 1.8], [-0.7, -1.7, -0.6], [0.9, 0.2, 0.7], [-0.2, -0.2, -1.3], [0.0, -0.1, -0.3], [-0.1, 0.2, -0.4]],
  "total_charge": -1,
  "smiles": "[N-]=C=CCCc1ccccc1N=O",
  "total_energy_ha": -571.0526,
  "de_lowest_ev": 4.129,
  "orbital_gap_ev": [3.60, 3.64],
  "homo_ev": [-1.96, -1.98],
  "max_force_ev_per_a": 7.03
}